1.
Below is a molecular structure, C20H27CoN4O4S, with properties calculated with ωB97M-V with the def2-TZVPD basis set.

Structure (XYZ):
```
57
Properties=species:S:1:pos:R:3
Co -0.029 -0.512 1.189
C 0.795 0.181 5.110
C 1.075 -0.611 3.873
O 0.152 -0.928 3.103
N 2.331 -0.979 3.627
C 2.686 -1.809 2.486
C 3.047 -1.013 1.259
C 4.354 -1.015 0.797
C 4.679 -0.289 -0.337
C 3.675 0.421 -0.970
C 2.394 0.371 -0.450
N 2.068 -0.333 0.642
H -0.161 -0.137 5.520
H 0.703 1.228 4.818
H 1.576 0.084 5.861
H 3.054 -0.673 4.258
H 1.844 -2.469 2.272
H 3.532 -2.432 2.773
H 5.105 -1.583 1.327
H 5.693 -0.279 -0.713
H 3.867 1.009 -1.856
H 1.584 0.901 -0.927
C -0.536 -1.341 -3.050
N -0.505 -2.229 -1.891
C 0.801 -2.811 -1.616
C -1.463 -2.198 -0.951
S -1.079 -2.504 0.710
N -2.724 -1.993 -1.324
C -3.228 -2.345 -2.649
C -3.756 -1.589 -0.375
H 0.411 -0.800 -3.083
H -1.330 -0.611 -2.935
H -0.659 -1.887 -3.985
H 1.241 -3.107 -2.567
H 0.702 -3.686 -0.980
H 1.460 -2.090 -1.127
H -2.531 -3.009 -3.151
H -3.408 -1.466 -3.269
H -4.172 -2.872 -2.518
H -3.309 -1.069 0.467
H -4.306 -2.456 -0.005
H -4.445 -0.921 -0.890
O -1.005 4.008 1.675
C -1.312 3.932 0.373
C -1.806 5.086 -0.239
C -2.135 5.071 -1.575
C -1.986 3.913 -2.346
C -1.505 2.773 -1.749
C -1.162 2.760 -0.389
C -0.666 1.527 0.214
O -0.311 1.475 1.440
O -0.568 0.440 -0.457
H -0.671 3.134 1.961
H -1.918 5.977 0.363
H -2.515 5.974 -2.035
H -2.246 3.919 -3.394
H -1.379 1.861 -2.317
```

As for the LUMO energy (spin up / spin down): -2.7 / -2.4 eV. The total charge is +1. The multiplicity is 2. As for the frontier orbital gap (spin up / spin down): 8.25 / 8.46 eV. The calculation puts the HOMO energy (spin up / spin down) at -10.9 / -10.9 eV.

Results of the Mulliken charge analysis, in e, for atoms 1 through 5: 0.71, -1.29, 0.90, -0.69, -0.10

***

2.
Below is a molecular structure, C20H27FeN2O2PS2, with properties calculated with ωB97M-V with the def2-TZVPD basis set.

Structure (XYZ):
```
55
Properties=species:S:1:pos:R:3
C 0.461 3.357 -3.453
C -0.839 2.933 -3.207
C -1.089 1.808 -2.392
C -0.056 1.070 -1.797
C 1.232 1.608 -1.977
C 1.486 2.711 -2.797
C -2.553 1.508 -2.260
C -2.982 0.066 -1.955
N -2.019 -1.026 -2.349
Fe -0.670 -0.934 -0.845
C 2.447 1.060 -1.309
P 1.794 -0.372 -0.304
H -1.680 3.446 -3.672
H 2.524 3.044 -2.879
H 0.655 4.189 -4.124
H 2.888 1.805 -0.629
H 3.223 0.749 -2.030
H -2.990 2.123 -1.449
H -3.086 1.848 -3.167
H -3.131 -0.027 -0.873
C 3.251 -1.131 0.467
C 1.934 -1.476 -1.921
H -3.973 -0.088 -2.429
C -1.406 -0.919 -3.717
C -2.700 -2.377 -2.261
H 1.951 0.718 0.855
H -2.040 -1.429 -4.475
H -1.263 0.108 -4.033
H -0.421 -1.435 -3.703
H -2.952 -2.735 -3.264
H -2.000 -3.114 -1.844
H -3.590 -2.306 -1.633
H 2.995 -1.660 -2.137
H 1.427 -2.438 -1.774
H 1.496 -0.984 -2.799
H 4.128 -0.961 -0.163
H 3.394 -0.694 1.465
H 3.063 -2.199 0.607
H -1.528 -2.295 -0.307
O 1.825 2.416 4.084
S 1.648 1.020 3.797
O 2.785 0.143 3.849
N 0.845 0.770 2.320
C -0.392 0.279 2.454
S -1.400 -0.093 1.143
C -0.776 0.076 3.850
C -1.967 -0.418 4.415
C -2.018 -0.706 5.788
C -0.911 -0.443 6.613
C 0.243 0.143 6.065
C 0.287 0.388 4.698
H -2.837 -0.583 3.779
H -2.920 -1.152 6.234
H -0.945 -0.690 7.679
H 1.107 0.383 6.679
```

As for the LUMO energy (spin up / spin down): -1.1 / -0.9 eV. The multiplicity is 5. As for the frontier orbital gap (spin up / spin down): 5.65 / 7.13 eV. The calculation puts the HOMO energy (spin up / spin down) at -6.8 / -8.1 eV.

Results of the Mulliken charge analysis, in e, for atoms 1 through 5: -0.85, -1.00, 0.87, 0.29, 1.25

***

3.
Below is a molecular structure, C20H27MnN5O3, with properties calculated with ωB97M-V with the def2-TZVPD basis set.

Structure (XYZ):
```
56
Properties=species:S:1:pos:R:3
N -3.530 -0.268 -1.540
C -3.423 -1.311 -2.051
C -3.495 -2.674 -2.515
H -2.924 -2.836 -3.450
H -4.562 -2.924 -2.663
H -3.104 -3.319 -1.710
N -2.206 1.223 2.832
C -2.393 1.527 3.947
C -2.539 2.032 5.303
H -3.553 2.355 5.498
H -1.885 2.879 5.424
H -2.301 1.228 6.017
N 2.173 1.369 -2.588
C 2.826 1.821 -1.699
C 3.827 2.226 -0.725
H 3.587 1.839 0.244
H 3.893 3.291 -0.685
H 4.783 1.799 -1.020
Mn -0.637 3.875 -1.432
C 1.445 0.125 2.533
O 1.948 1.039 2.049
C -1.661 -0.250 0.847
O -1.921 -1.356 1.021
C -1.591 2.346 -1.623
C -2.116 3.207 -2.671
C -1.952 4.694 -2.662
C -1.683 5.392 -1.427
C -1.667 4.583 -0.159
C -1.702 3.016 -0.273
H -1.611 1.245 -1.700
H -2.699 2.773 -3.484
H -2.395 5.368 -3.437
H -1.465 6.491 -1.359
H -1.540 5.101 0.788
H -1.713 2.471 0.668
C 1.424 -1.210 -1.811
N 1.790 -2.157 -0.784
C 2.382 -3.373 -1.263
C 3.097 -4.059 -0.131
C 2.152 -4.238 1.029
N 1.611 -2.950 1.413
C 0.902 -2.878 2.680
C 1.360 -1.963 0.495
O 0.766 -0.877 0.797
H 0.337 -1.148 -1.965
H 1.899 -1.546 -2.744
H 1.786 -0.203 -1.600
H 1.603 -4.029 -1.694
H 3.072 -3.098 -2.068
H 3.958 -3.455 0.178
H 3.469 -5.021 -0.490
H 2.670 -4.664 1.895
H 1.339 -4.930 0.746
H -0.107 -3.320 2.600
H 1.459 -3.438 3.441
H 0.816 -1.820 2.975
```

As for the LUMO energy (spin up / spin down): -14.8 / -16.4 eV. The total charge is +4. The multiplicity is 4. As for the frontier orbital gap (spin up / spin down): 6.07 / 4.53 eV. The calculation puts the HOMO energy (spin up / spin down) at -20.9 / -20.9 eV.

Results of the Mulliken charge analysis, in e, for atoms 1 through 5: -0.48, 0.59, -0.93, 0.31, 0.35

***

4.
Below is 2 unconnected molecules or ions with the total composition C20H27N2, with properties calculated with ωB97M-V with the def2-TZVPD basis set.

Structure (XYZ):
```
49
Properties=species:S:1:pos:R:3
C -3.191 -2.353 0.502
C -2.367 -1.097 0.788
C -1.300 -0.798 -0.263
C 0.019 -1.507 0.028
N 1.072 -0.798 0.277
C 2.347 -1.506 0.362
C 2.211 -2.904 0.912
C 1.174 -3.662 0.123
N -0.030 -2.865 0.009
C -1.190 -3.584 -0.526
C -2.386 -3.644 0.423
H -3.940 -2.463 1.295
H -3.739 -2.216 -0.440
H -3.051 -0.240 0.827
H -1.912 -1.173 1.787
H -1.646 -1.070 -1.271
H -1.067 0.274 -0.270
H 2.816 -1.586 -0.638
H 2.996 -0.897 0.998
H 3.166 -3.432 0.848
H 1.917 -2.861 1.965
H 1.564 -3.884 -0.885
H 0.926 -4.616 0.603
H -1.504 -3.134 -1.482
H -0.863 -4.611 -0.739
H -2.050 -3.941 1.426
H -3.046 -4.446 0.068
C 1.981 1.974 0.780
C 2.320 2.367 2.266
C 1.108 3.150 2.683
C 0.206 3.271 1.642
C 0.691 2.631 0.465
C 0.197 2.900 -0.857
C -1.053 3.561 -1.027
C -1.494 3.950 -2.286
C -0.724 3.670 -3.423
C 0.500 2.998 -3.285
C 0.950 2.599 -2.029
H 2.801 2.180 0.080
H 1.780 0.888 0.757
H 2.466 1.461 2.872
H 3.254 2.944 2.302
H 1.008 3.578 3.679
H -0.735 3.817 1.685
H -1.667 3.768 -0.147
H -2.444 4.480 -2.381
H -1.077 3.971 -4.411
H 1.110 2.790 -4.166
H 1.898 2.065 -1.925
```

As for the LUMO energy: -5.1 eV. The total charge is +1. The relative energy (zero: lowest compared OMol25 entry of this formula, charge and spin) is 125.3 kJ/mol. The multiplicity is 1. As for the frontier orbital gap: 5.76 eV. The calculation puts the HOMO energy at -10.9 eV.

Results of the Mulliken charge analysis, in e, for atoms 1 through 5: -0.70, -0.71, 0.01, 0.28, -0.45

***

> Among the records above, which one has the lowest multiplicity?

C20H27N2